Formula: C3H8N2O
Source: OMol25
Level of theory: the ωB97M-V functional and the def2-TZVPD basis

- total charge = 0
- HOMO (Ha) = -0.351
- relative energy (zero: lowest compared OMol25 entry of this formula, charge and spin) (kJ/mol) = 47.2
- molecular weight (g/mol) = 88.11
- HOMO-LUMO gap (eV) = 10.48
- multiplicity = 1

The geometry in XYZ format:
```
14
C3H8N2O, DFT the ωB97M-V functional and the def2-TZVPD basis
C 1.9828 0.6083 1.0367
C 0.6132 -0.0238 0.8028
O 0.1056 -0.8601 1.5189
N -0.0030 0.4572 -0.3205
C -1.3327 0.0717 -0.7175
N -1.2932 -0.2719 -2.1485
H 2.4725 0.6916 0.0796
H 2.5807 -0.0172 1.6904
H 1.8315 1.5950 1.4642
H 0.4169 1.1394 -0.9318
H -2.0380 0.8926 -0.5778
H -1.5991 -0.7772 -0.0895
H -2.1455 -0.7536 -2.4159
H -0.5649 -0.9767 -2.2399
```

Löwdin atomic charge list, values in e, 8 entries: number 1, C, carries 0.000; number 2, C, carries -0.536; number 3, O, carries 0.050; number 4, N, carries 0.037; number 5, C, carries -0.274; number 6, N, carries -0.001; number 7, H, carries 0.069; number 8, H, carries 0.081